(1)
{
  "formula": "C30H59N10O3RbSSi",
  "method": "ωB97M-V/def2-TZVPD",
  "species": ["Rb", "C", "C", "N", "C", "C", "N", "C", "C", "C", "N", "C", "C", "N", "C", "H", "H", "H", "H", "H", "H", "H", "H", "H", "H", "H", "H", "H", "H", "H", "H", "H", "H", "H", "H", "H", "H", "H", "H", "N", "C", "N", "C", "N", "N", "C", "N", "C", "C", "C", "C", "C", "N", "H", "H", "H", "H", "H", "H", "H", "H", "C", "C", "C", "C", "O", "Si", "S", "O", "C", "C", "C", "C", "O", "C", "C", "C", "C", "H", "H", "H", "H", "H", "H", "H", "H", "H", "H", "H", "H", "H", "H", "H", "H", "H", "H", "H", "H", "H", "H", "H", "H", "H", "H", "H"],
  "xyz": [[0.800, -0.828, -0.309], [4.305, 1.083, -0.695], [3.946, 0.855, 0.781], [3.306, -0.432, 1.023], [4.239, -1.524, 1.233], [3.545, -2.775, 1.777], [2.516, -3.299, 0.895], [3.003, -3.963, -0.315], [2.507, -3.212, -1.548], [2.074, -3.191, -4.033], [1.081, -1.243, -3.131], [1.349, -0.145, -4.046], [2.535, 0.632, -3.467], [2.243, 1.002, -2.094], [3.239, 1.865, -1.481], [4.456, 0.117, -1.174], [5.247, 1.633, -0.749], [3.258, 1.643, 1.088], [4.861, 0.964, 1.390], [2.717, -0.350, 1.849], [5.041, -1.257, 1.949], [4.723, -1.758, 0.283], [3.061, -2.517, 2.723], [4.319, -3.534, 1.985], [1.946, -3.954, 1.422], [2.618, -4.987, -0.364], [4.099, -4.025, -0.307], [3.000, -2.242, -1.612], [1.442, -3.033, -1.393], [1.879, -3.880, -4.860], [2.785, -2.431, -4.359], [0.291, -1.000, -2.542], [0.486, 0.528, -4.140], [1.597, -0.530, -5.039], [2.744, 1.508, -4.106], [3.424, -0.012, -3.471], [1.344, 1.481, -2.065], [2.725, 2.545, -0.797], [3.745, 2.477, -2.245], [-2.819, -0.069, -1.005], [-2.737, -0.983, -1.968], [-3.858, -1.325, -2.615], [-3.718, -2.254, -3.548], [-4.811, -2.594, -4.257], [-2.575, -2.895, -3.837], [-1.523, -2.497, -3.139], [-1.535, -1.540, -2.218], [-0.243, -3.233, -3.327], [-0.296, -4.579, -3.101], [0.748, -5.547, -2.947], [2.069, -5.344, -2.815], [2.699, -3.995, -2.852], [0.853, -2.510, -3.711], [-3.726, 0.339, -0.844], [-2.008, 0.516, -0.749], [-5.636, -2.031, -4.159], [-4.690, -3.176, -5.064], [-1.295, -4.980, -3.005], [0.393, -6.570, -2.891], [2.728, -6.198, -2.740], [3.774, -4.107, -3.038], [-0.817, -1.233, 3.640], [-1.775, -0.147, 3.132], [-2.184, 0.770, 4.286], [-3.015, -0.806, 2.525], [-1.096, 0.571, 2.125], [-1.516, 2.049, 1.492], [-0.599, 2.093, -0.347], [-3.152, 2.045, 1.406], [-4.037, 3.117, 1.197], [-5.224, 2.578, 0.384], [-3.376, 4.264, 0.434], [-4.524, 3.611, 2.566], [-1.168, 3.241, 2.568], [0.065, 3.858, 2.828], [0.316, 4.936, 1.770], [1.208, 2.842, 2.823], [-0.051, 4.495, 4.217], [-1.332, -1.887, 4.340], [0.033, -0.782, 4.145], [-0.453, -1.829, 2.802], [-2.606, 0.197, 5.108], [-2.923, 1.483, 3.935], [-1.323, 1.326, 4.648], [-3.565, -1.364, 3.277], [-2.728, -1.476, 1.715], [-3.646, -0.029, 2.110], [-4.925, 2.407, -0.647], [-6.041, 3.294, 0.399], [-5.571, 1.640, 0.809], [-2.907, 3.882, -0.470], [-2.599, 4.718, 1.043], [-4.119, 5.014, 0.170], [-5.050, 2.812, 3.087], [-5.196, 4.457, 2.445], [-3.667, 3.916, 3.162], [0.329, 4.481, 0.782], [1.262, 5.436, 1.953], [-0.486, 5.671, 1.795], [1.298, 2.409, 1.829], [0.989, 2.041, 3.525], [2.143, 3.319, 3.104], [-0.916, 5.153, 4.248], [0.844, 5.067, 4.447], [-0.186, 3.720, 4.967]],
  "de_lowest_kcal_mol": 47.4,
  "e_homo_ev": -7.31,
  "lumo_energy_ev": 0.14
}

***

(2)
{
  "formula": "C30H59N6O5PS2W",
  "method": "ωB97M-V/def2-TZVPD",
  "species": ["W", "C", "O", "C", "C", "O", "C", "H", "H", "H", "H", "H", "H", "H", "H", "H", "H", "C", "O", "C", "O", "N", "N", "H", "H", "H", "H", "H", "H", "N", "N", "C", "N", "S", "H", "H", "H", "H", "H", "O", "P", "C", "C", "C", "C", "C", "C", "C", "C", "C", "C", "C", "C", "C", "C", "C", "C", "C", "C", "H", "H", "H", "H", "H", "H", "H", "H", "H", "H", "H", "H", "H", "H", "H", "H", "H", "H", "H", "H", "H", "H", "H", "H", "H", "H", "H", "H", "H", "H", "H", "H", "H", "S", "C", "N", "C", "C", "C", "C", "H", "H", "H", "H", "H"],
  "xyz": [[0.867, 0.715, 1.435], [-0.205, 3.815, 2.316], [0.630, 3.106, 1.377], [0.898, 3.955, 0.240], [1.884, 3.289, -0.676], [1.486, 1.930, -0.867], [2.340, 1.306, -1.830], [0.270, 4.757, 2.588], [-0.310, 3.218, 3.213], [-1.179, 4.032, 1.869], [1.306, 4.908, 0.581], [-0.043, 4.141, -0.273], [2.895, 3.329, -0.265], [1.877, 3.827, -1.628], [2.398, 1.908, -2.738], [1.907, 0.343, -2.094], [3.353, 1.184, -1.429], [0.892, -3.714, 3.526], [1.737, -3.343, 2.400], [1.625, -2.181, 1.874], [0.789, -1.310, 2.204], [2.522, -1.909, 0.904], [2.306, -0.725, 0.183], [1.074, -4.771, 3.684], [-0.154, -3.536, 3.292], [1.185, -3.149, 4.408], [3.072, -2.656, 0.497], [1.744, -0.917, -0.650], [3.202, -0.343, -0.106], [-1.345, 0.766, 2.289], [-1.499, 0.567, 3.670], [-0.474, 0.746, 4.514], [-0.670, 0.680, 5.809], [1.086, 1.101, 3.893], [-1.907, 1.570, 2.008], [-1.729, -0.051, 1.807], [-2.432, 0.385, 4.018], [-1.579, 0.554, 6.237], [0.110, 0.796, 6.441], [-0.381, -0.224, -0.177], [-1.405, -0.419, -1.354], [-0.492, -0.650, -2.936], [0.753, -1.550, -2.820], [1.233, -1.946, -4.219], [0.221, -2.887, -4.891], [-1.204, -2.637, -4.385], [-1.424, -1.156, -4.071], [-2.456, -1.919, -1.114], [-3.869, -1.699, -0.547], [-3.912, -1.563, 0.972], [-3.236, -2.756, 1.642], [-1.797, -2.906, 1.154], [-1.735, -3.054, -0.367], [-2.537, 1.040, -1.410], [-3.599, 1.043, -2.532], [-3.162, 1.700, -3.840], [-2.581, 3.084, -3.587], [-1.377, 2.969, -2.660], [-1.793, 2.386, -1.305], [-0.146, 0.358, -3.184], [0.542, -2.459, -2.251], [1.558, -1.002, -2.323], [2.208, -2.429, -4.153], [1.366, -1.040, -4.817], [0.490, -3.928, -4.713], [0.265, -2.747, -5.971], [-1.395, -3.249, -3.497], [-1.927, -2.952, -5.136], [-2.474, -0.974, -3.837], [-1.210, -0.586, -4.977], [-2.587, -2.238, -2.151], [-4.456, -2.578, -0.824], [-4.358, -0.847, -1.017], [-4.950, -1.490, 1.297], [-3.419, -0.622, 1.269], [-3.796, -3.659, 1.387], [-3.268, -2.662, 2.731], [-1.344, -3.791, 1.608], [-1.211, -2.032, 1.457], [-2.227, -3.991, -0.640], [-0.694, -3.143, -0.686], [-3.081, 0.886, -0.466], [-4.456, 1.604, -2.149], [-3.953, 0.031, -2.731], [-4.034, 1.773, -4.490], [-2.423, 1.089, -4.364], [-3.339, 3.722, -3.124], [-2.291, 3.554, -4.526], [-0.936, 3.958, -2.525], [-0.612, 2.341, -3.125], [-2.475, 3.101, -0.831], [-0.919, 2.264, -0.660], [3.192, 1.697, 1.852], [4.453, 1.029, 2.878], [5.225, 1.960, 3.483], [6.315, 1.664, 4.216], [6.686, 0.355, 4.393], [5.912, -0.641, 3.802], [4.798, -0.303, 3.045], [4.980, 2.936, 3.347], [6.859, 2.490, 4.654], [7.565, 0.114, 4.974], [6.189, -1.680, 3.929], [4.201, -1.065, 2.570]],
  "de_lowest_kcal_mol": 23.4,
  "charge": 4,
  "s2": 2.02,
  "spin_multiplicity": 3,
  "e_homo_ev": [-19.13, -19.34],
  "lumo_energy_ev": [-11.59, -11.86]
}